[1]
A 2-piece molecular cluster, C10H16O2 overall at a distorted geometry. Source: the Open Molecules 2025 dataset; level of theory: ωB97M-V/def2-TZVPD.

Geometry as ORCA input:
```
! wB97M-V def2-TZVPD RIJCOSX def2/J DEFGRID3
* xyz 1 2
C 0.35 3.18 -0.93
C 0.25 2.13 -2.08
C 0.20 2.39 0.38
O 1.67 3.68 -1.07
H -0.33 4.00 -1.14
H -0.52 2.32 -2.84
H 0.90 1.56 0.31
H 0.48 3.02 1.24
H -0.83 2.14 0.63
H 2.06 4.09 -0.31
H 0.09 1.11 -1.74
H 1.14 2.15 -2.72
C 2.05 -3.14 0.78
C -0.96 -1.50 -0.75
C 0.17 -2.24 -0.60
C -1.54 -0.86 0.40
C 0.79 -2.35 0.68
C -1.01 -1.14 1.67
C 0.20 -1.76 1.81
O -2.66 -0.18 0.38
H -1.44 -1.32 -1.71
H 0.58 -2.64 -1.52
H -2.79 0.36 -0.43
H -1.60 -0.82 2.51
H 2.90 -2.45 0.68
H 2.07 -3.84 -0.05
H 0.67 -1.79 2.78
H 2.25 -3.75 1.66
*
```

The strongest force on any atom comes out at 1.83 eV/Å. Its expectation value of S² is 0.767. The highest occupied orbital energy (alpha / beta) is -12.94 / -12.94 eV. As for the relative energy (zero: lowest compared OMol25 entry of this formula, charge and spin): 0.0 kJ/mol. Its gap between HOMO and LUMO (alpha / beta) is 9.1 / 5.4 eV. Its LUMO energy (alpha / beta) is -3.83 / -7.56 eV.

The natural (NBO) scheme yields these atomic charges, measured in e:
1 C 0.088
2 C -0.637
3 C -0.642
4 O -0.731
5 H 0.182
6 H 0.217
7 H 0.207
8 H 0.220
9 H 0.200
10 H 0.478
11 H 0.171
12 H 0.250
13 C -0.683
14 C -0.206
15 C -0.183
16 C 0.450
17 C 0.200
18 C -0.180
19 C -0.180
20 O -0.560
21 H 0.249
22 H 0.256
23 H 0.527
24 H 0.260
25 H 0.278
26 H 0.246
27 H 0.256
28 H 0.266

[2]
A 2-piece molecular cluster, C5H8N4 overall at a distorted geometry. Source: the Open Molecules 2025 dataset; level of theory: ωB97M-V/def2-TZVPD.

Geometry as ORCA input:
```
! wB97M-V def2-TZVPD RIJCOSX def2/J DEFGRID3
* xyz 0 1
C 1.66 -0.64 -0.05
C -1.24 -1.77 0.46
C -1.38 -1.05 -0.86
C -0.64 -0.45 0.26
C 2.01 1.86 0.02
N 2.42 -1.68 -0.21
N 3.65 -1.19 -0.34
N 3.66 0.09 -0.28
N 2.40 0.49 -0.09
H -2.09 -1.86 1.12
H -0.58 -2.63 0.49
H -0.83 -1.44 -1.71
H -2.33 -0.61 -1.13
H -0.76 0.48 0.78
H 1.53 2.04 0.98
H 2.91 2.47 -0.05
H 1.33 2.13 -0.78
*
```

The strongest force on any atom comes out at 4.36 eV/Å. The highest occupied orbital energy is -10.14 eV. As for the relative energy (zero: lowest compared OMol25 entry of this formula, charge and spin): 461.3 kJ/mol. Its gap between HOMO and LUMO is 10.1 eV. Its LUMO energy is -0.06 eV.

The natural (NBO) scheme yields these atomic charges, measured in e:
1 C 0.334
2 C -0.463
3 C -0.465
4 C -0.038
5 C -0.407
6 N -0.377
7 N -0.072
8 N -0.079
9 N -0.262
10 H 0.226
11 H 0.253
12 H 0.247
13 H 0.225
14 H 0.216
15 H 0.210
16 H 0.238
17 H 0.213

[3]
C17H13BrLiNO2 as an isolated structure at a distorted geometry. Source: the Open Molecules 2025 dataset; level of theory: ωB97M-V/def2-TZVPD.

Geometry as ORCA input:
```
! wB97M-V def2-TZVPD RIJCOSX def2/J DEFGRID3
* xyz -1 2
Br 5.59 0.96 -2.43
C 3.71 0.74 -2.34
C 3.16 -0.55 -2.30
C 1.78 -0.71 -2.20
C 0.91 0.42 -2.14
C -0.53 0.23 -1.97
C -1.46 1.18 -2.31
N -2.82 0.93 -2.14
O -3.73 1.73 -2.38
O -3.08 -0.27 -1.69
C 1.48 1.70 -2.26
C 2.87 1.87 -2.34
H 3.81 -1.41 -2.33
H 1.35 -1.71 -2.16
H -0.81 -0.84 -1.99
H -1.20 2.15 -2.74
H 0.83 2.58 -2.25
H 3.30 2.86 -2.40
C -2.77 -0.14 2.82
Li -1.94 -1.29 -0.62
C -2.76 0.57 1.59
C -1.46 0.47 0.99
C -0.64 -0.29 1.89
C -1.48 -0.75 2.97
C -0.98 -1.67 3.91
C 0.37 -2.02 3.85
C 1.22 -1.45 2.88
C 0.73 -0.59 1.91
H -3.62 -0.31 3.48
H -3.58 1.14 1.17
H -1.04 1.12 0.23
H -1.66 -2.11 4.66
H 0.78 -2.73 4.58
H 2.28 -1.71 2.90
H 1.38 -0.12 1.16
*
```

The strongest force on any atom comes out at 2.07 eV/Å. Its expectation value of S² is 0.788. The highest occupied orbital energy (alpha / beta) is -3.09 / -3.23 eV. As for the relative energy (zero: lowest compared OMol25 entry of this formula, charge and spin): 0.0 kJ/mol. Its gap between HOMO and LUMO (alpha / beta) is 5.2 / 5.3 eV. Its LUMO energy (alpha / beta) is 2.10 / 2.03 eV.

The natural (NBO) scheme yields these atomic charges, measured in e:
1 Br 0.025
2 C -0.125
3 C -0.232
4 C -0.197
5 C -0.072
6 C -0.281
7 C -0.121
8 N 0.408
9 O -0.468
10 O -0.714
11 C -0.159
12 C -0.244
13 H 0.219
14 H 0.205
15 H 0.145
16 H 0.207
17 H 0.205
18 H 0.218
19 C -0.367
20 Li 0.940
21 C -0.236
22 C -0.534
23 C -0.030
24 C -0.123
25 C -0.221
26 C -0.285
27 C -0.281
28 C -0.251
29 H 0.191
30 H 0.205
31 H 0.213
32 H 0.189
33 H 0.187
34 H 0.189
35 H 0.195